# 1
Molecular formula: C17H31NO8
Method: DFT, the ωB97M-V functional and the def2-TZVPD basis

Each line ends with the natural charge from an NBO analysis.
Atoms and positions in Å:
1 C -1.06 -2.54 0.43  -0.60
2 C -1.35 -1.74 -0.84  -0.41
3 C -2.53 -2.32 -1.63  -0.39
4 C -2.99 -1.54 -2.88  -0.40
5 C -1.91 -0.76 -3.65  -0.39
6 C -1.76 0.70 -3.20  -0.40
7 C -0.39 1.34 -3.48  -0.43
8 C 0.81 0.61 -2.89  -0.08
9 O 1.53 -0.13 -3.89  -0.55
10 C 1.63 -1.47 -3.70  0.90
11 N 1.35 -2.21 -4.85  -0.84
12 O 2.01 -1.98 -2.67  -0.62
13 H -1.87 -2.47 1.16  0.21
14 H -0.89 -3.59 0.17  0.20
15 H -0.15 -2.17 0.90  0.21
16 H -0.46 -1.79 -1.47  0.20
17 H -1.56 -0.69 -0.60  0.20
18 H -2.23 -3.33 -1.96  0.19
19 H -3.39 -2.47 -0.97  0.20
20 H -3.41 -2.28 -3.57  0.20
21 H -3.80 -0.84 -2.63  0.20
22 H -2.24 -0.73 -4.70  0.20
23 H -0.95 -1.28 -3.65  0.18
24 H -2.51 1.30 -3.73  0.21
25 H -1.98 0.80 -2.13  0.20
26 H -0.40 2.34 -3.04  0.22
27 H -0.21 1.48 -4.55  0.22
28 H 0.54 -0.05 -2.06  0.20
29 H 1.52 1.35 -2.49  0.19
30 H 0.61 -2.88 -4.65  0.39
31 H 1.01 -1.59 -5.58  0.38
32 C 2.95 -0.68 -0.08  -0.62
33 C 3.48 -0.27 1.26  0.06
34 C 4.09 -1.37 2.11  -0.09
35 O 3.86 -0.88 3.44  -0.49
36 C 2.78 -0.08 3.40  0.98
37 O 2.21 0.35 4.36  -0.59
38 O 2.41 0.17 2.13  -0.50
39 H 2.33 0.11 -0.49  0.23
40 H 3.76 -0.88 -0.78  0.23
41 H 2.34 -1.58 -0.01  0.23
42 H 4.18 0.56 1.17  0.18
43 H 5.15 -1.53 1.94  0.21
44 H 3.55 -2.32 2.00  0.19
45 C 0.43 2.96 4.82  -0.64
46 C -0.97 3.46 4.59  0.07
47 C -2.08 2.65 5.22  -0.09
48 O -3.19 2.90 4.35  -0.50
49 C -2.68 3.19 3.12  0.97
50 O -3.33 3.28 2.13  -0.58
51 O -1.34 3.36 3.20  -0.50
52 H 1.12 3.44 4.14  0.23
53 H 0.74 3.17 5.84  0.22
54 H 0.50 1.89 4.65  0.25
55 H -1.07 4.51 4.87  0.18
56 H -2.33 2.95 6.24  0.20
57 H -1.86 1.58 5.20  0.19

Values from the calculation:
Kohn-Sham gap, eV: 11.31
SMILES string: C[C@@H]1COC(=O)O1.C[C@@H]1COC(=O)O1.CCCCCCCCOC(N)=O
Lowest unoccupied orbital energy, Eh: 0.024



# 2
Molecular formula: C3H7NO2S
Method: DFT, the ωB97M-V functional and the def2-TZVPD basis

Each line ends with the natural charge from an NBO analysis.
Atoms and positions in Å:
1 C 0.06 0.38 0.14  -0.22
2 C 0.73 1.19 -0.97  -0.53
3 S 0.75 2.90 -0.45  -0.02
4 N 0.02 -1.01 -0.25  -0.64
5 C -0.65 -1.89 0.53  0.88
6 O -0.42 -3.18 0.12  -0.71
7 O -1.36 -1.63 1.47  -0.63
8 H 0.67 0.48 1.04  0.19
9 H -0.96 0.74 0.30  0.23
10 H 0.17 1.03 -1.89  0.22
11 H 1.72 0.76 -1.17  0.20
12 H 0.83 3.48 -1.66  0.13
13 H 0.73 -1.41 -0.84  0.40
14 H -1.20 -3.67 0.39  0.50

Values from the calculation:
Kohn-Sham gap, eV: 10.10
SMILES string: O=C(O)NCCS
Lowest unoccupied orbital energy, Eh: 0.025
ΔE to the lowest compared entry with this formula, charge and spin, eV: 0.120



# 3
Molecular formula: C28H48F2N2O4PSi
Method: DFT, the ωB97M-V functional and the def2-TZVPD basis

Each line ends with the Löwdin charge.
Atoms and positions in Å:
1 C 0.48 -5.91 2.28  -0.15
2 C -1.13 -6.16 2.64  -0.22
3 C -2.02 -5.07 1.74  -0.19
4 C -3.38 -5.80 1.21  -0.16
5 N -4.14 -5.09 0.11  -0.02
6 N -3.47 -5.05 -1.09  -0.09
7 C -3.65 -6.45 -1.72  -0.06
8 C -2.12 -7.10 -1.93  -0.12
9 C -1.45 -8.19 -0.89  -0.03
10 C 0.09 -8.80 -1.07  -0.04
11 C 0.99 -8.31 -2.35  -0.05
12 C 0.37 -7.26 -3.45  -0.04
13 C -1.17 -6.67 -3.24  -0.01
14 C -3.96 -4.03 -2.09  -0.21
15 F -3.28 -4.13 -3.44  0.00
16 F -5.45 -4.26 -2.23  0.01
17 C -3.80 -2.46 -1.64  -0.12
18 C -2.46 -2.10 -0.78  -0.26
19 Si -0.97 -1.44 -1.79  0.52
20 C -1.08 -1.71 -3.70  -0.21
21 C 0.64 -2.32 -1.08  -0.23
22 C -0.69 0.46 -1.46  -0.22
23 C -1.29 1.61 -2.51  -0.07
24 C -1.04 3.24 -2.24  -0.06
25 C -0.18 3.81 -0.94  -0.05
26 C 0.41 2.68 0.10  -0.06
27 C 0.17 1.04 -0.15  -0.05
28 H 1.20 -6.53 2.97  0.09
29 H 0.72 -6.18 1.15  0.07
30 H 0.69 -4.75 2.39  0.08
31 H -1.34 -7.28 2.28  0.10
32 H -1.27 -6.02 3.79  0.12
33 H -2.20 -4.07 2.35  0.13
34 H -1.29 -4.78 0.84  0.09
35 H -3.11 -6.92 0.97  0.10
36 H -4.13 -5.85 2.14  0.16
37 H -4.46 -4.16 0.45  0.16
38 H -2.42 -4.92 -1.02  0.17
39 H -4.18 -6.42 -2.76  0.15
40 H -4.28 -7.17 -1.04  0.16
41 H -2.04 -8.59 0.06  0.08
42 H 0.50 -9.56 -0.25  0.11
43 H 2.08 -8.71 -2.47  0.10
44 H 1.01 -6.93 -4.40  0.10
45 H -1.56 -5.93 -4.06  0.08
46 H -4.76 -2.19 -0.99  0.14
47 H -3.86 -1.73 -2.59  0.15
48 H -2.77 -1.22 -0.03  0.12
49 H -2.07 -2.97 -0.10  0.05
50 H -0.27 -2.49 -4.01  0.06
51 H -2.16 -1.93 -4.10  0.04
52 H -0.75 -0.68 -4.20  0.06
53 H 0.64 -2.19 0.11  0.05
54 H 0.72 -3.44 -1.39  0.04
55 H 1.54 -1.66 -1.48  0.07
56 H -1.90 1.33 -3.47  0.08
57 H -1.48 4.07 -2.97  0.09
58 H 0.03 4.95 -0.74  0.08
59 H 1.02 3.05 1.04  0.08
60 H 0.59 0.25 0.60  0.07
61 O 4.71 7.87 3.17  -0.23
62 P 3.46 8.12 2.29  0.73
63 O 4.16 7.55 0.90  -0.23
64 C 4.22 6.14 0.71  -0.30
65 C 2.85 5.55 0.45  -0.10
66 O 3.78 9.73 2.04  -0.23
67 C 4.55 10.47 2.98  -0.31
68 C 6.02 10.46 2.59  -0.07
69 O 2.07 8.39 1.31  -0.21
70 C 0.84 8.29 2.02  -0.32
71 C 0.74 9.30 3.14  -0.08
72 H 4.69 5.68 1.59  0.11
73 H 4.87 5.96 -0.14  0.12
74 H 2.22 5.62 1.34  0.06
75 H 2.93 4.50 0.18  0.07
76 H 2.34 6.09 -0.35  0.08
77 H 4.39 10.08 3.99  0.10
78 H 4.19 11.50 2.97  0.12
79 H 6.38 9.46 2.33  0.07
80 H 6.64 10.84 3.41  0.08
81 H 6.19 11.08 1.71  0.08
82 H 0.73 7.27 2.41  0.10
83 H 0.03 8.46 1.30  0.12
84 H 1.49 9.12 3.91  0.07
85 H -0.25 9.25 3.62  0.08
86 H 0.90 10.32 2.77  0.09

Values from the calculation:
Kohn-Sham gap, eV: 7.42
Lowest unoccupied orbital energy, Eh: -0.115
Net charge: +1



# 4
Molecular formula: C4H11NO3
Method: DFT, the ωB97M-V functional and the def2-TZVPD basis

Each line ends with the natural charge from an NBO analysis.
Atoms and positions in Å:
1 H 0.54 -1.20 -1.23  0.49
2 O 0.39 -2.50 -0.72  -0.91
3 O 0.65 -0.25 -1.59  -0.73
4 H -0.21 -2.12 -0.04  0.51
5 H 1.26 -2.44 -0.30  0.48
6 C 0.96 0.58 -0.61  0.78
7 O 1.89 1.35 -0.59  -0.58
8 C -0.18 0.75 0.43  -0.16
9 H 0.24 1.09 1.37  0.21
10 N -0.83 -0.58 0.70  -0.66
11 H -1.68 -0.53 0.14  0.36
12 C -1.27 -0.66 2.10  -0.42
13 H -1.85 0.23 2.37  0.18
14 H -1.82 -1.56 2.29  0.21
15 H -0.41 -0.73 2.77  0.20
16 C -1.16 1.78 -0.09  -0.63
17 H -1.59 1.46 -1.02  0.22
18 H -1.93 2.00 0.64  0.21
19 H -0.62 2.74 -0.20  0.24

Values from the calculation:
Kohn-Sham gap, eV: 10.22
SMILES string: CN[C@H](C)C(=O)O.O
Lowest unoccupied orbital energy, Eh: 0.020
ΔE to the lowest compared entry with this formula, charge and spin, eV: 1.299



# 5
Molecular formula: C10H17N9O3Se2Ta
Method: DFT, the ωB97M-V functional and the def2-TZVPD basis

Each line ends with the natural charge from an NBO analysis.
Atoms and positions in Å:
1 Ta 0.53 0.14 0.61  1.71
2 O -1.20 0.52 1.95  -0.78
3 C -2.58 0.30 1.64  -0.07
4 C -2.72 0.32 0.13  -0.14
5 C -4.23 0.30 -0.18  -0.05
6 O -4.37 0.20 -1.58  -0.73
7 C -2.13 -0.97 -0.50  -0.52
8 Se -0.70 -2.00 0.50  0.01
9 C -2.18 1.63 -0.49  -0.51
10 Se -0.33 2.31 -0.13  0.09
11 H -0.94 0.21 2.87  0.54
12 H -3.15 1.10 2.11  0.21
13 H -2.90 -0.66 2.04  0.21
14 H -4.70 1.21 0.21  0.18
15 H -4.69 -0.56 0.33  0.18
16 H -5.31 0.14 -1.81  0.49
17 H -1.78 -0.81 -1.51  0.24
18 H -2.91 -1.73 -0.54  0.26
19 H -2.81 2.45 -0.17  0.24
20 H -2.25 1.56 -1.58  0.25
21 N 3.65 0.28 2.46  -0.55
22 C 2.49 0.11 3.15  0.51
23 N 2.43 -0.04 4.45  -0.31
24 N 1.13 -0.15 4.72  0.04
25 N 0.43 -0.09 3.67  -0.14
26 N 1.27 0.09 2.58  -0.57
27 C 3.67 0.54 1.13  0.51
28 N 4.74 0.89 0.46  -0.32
29 N 4.32 1.03 -0.80  0.01
30 N 3.09 0.78 -0.94  -0.11
31 N 2.58 0.43 0.32  -0.58
32 H 4.51 0.38 2.98  0.46
33 C 2.39 -1.86 -2.11  -0.74
34 C 1.44 -0.76 -2.35  0.78
35 C 1.22 -0.25 -3.73  -0.73
36 O 0.72 -0.29 -1.44  -0.68
37 H 2.05 -2.71 -2.71  0.27
38 H 2.45 -2.15 -1.07  0.24
39 H 3.37 -1.58 -2.49  0.28
40 H 1.93 -0.67 -4.43  0.25
41 H 1.29 0.84 -3.71  0.28
42 H 0.20 -0.50 -4.03  0.27

Values from the calculation:
Kohn-Sham gap, eV: 7.35
Lowest unoccupied orbital energy, Eh: -0.182
Net charge: +1
ΔE to the lowest compared entry with this formula, charge and spin, eV: 0.025



# 6
Molecular formula: C23H42B2BaF4N6O4P
Method: DFT, the ωB97M-V functional and the def2-TZVPD basis

Each line ends with the Löwdin charge.
Atoms and positions in Å:
1 Ba -0.05 -0.24 -0.48  1.88
2 C 1.35 -3.68 2.83  0.03
3 C 0.63 -2.55 2.18  -0.27
4 N 1.15 -1.54 1.59  -0.03
5 O 2.54 -1.54 1.63  -0.03
6 B 3.19 -0.83 0.51  -1.10
7 F 2.43 0.47 0.34  -0.09
8 F 4.46 -0.53 0.93  0.19
9 O 3.25 -1.56 -0.74  0.07
10 N 2.06 -1.57 -1.46  -0.07
11 C 1.89 -2.59 -2.22  -0.27
12 C 2.83 -3.72 -2.42  0.03
13 C 0.60 -2.46 -2.98  -0.32
14 N -0.48 -3.11 -2.77  0.12
15 O -0.45 -4.16 -1.87  0.06
16 B -0.32 -3.97 -0.43  -1.13
17 F 1.03 -3.87 -0.04  0.12
18 F -0.89 -5.02 0.25  0.18
19 O -1.04 -2.66 -0.07  -0.24
20 N -1.64 -2.58 1.20  0.11
21 C -0.87 -2.55 2.21  -0.29
22 C -1.52 -2.56 3.56  -0.01
23 C 0.56 -1.44 -4.08  -0.02
24 H 2.42 -3.62 2.63  0.09
25 H 1.17 -3.68 3.90  0.10
26 H 0.96 -4.61 2.42  0.11
27 H 3.69 -3.63 -1.77  0.09
28 H 2.30 -4.65 -2.22  0.10
29 H 3.16 -3.73 -3.46  0.10
30 H -2.60 -2.52 3.46  0.09
31 H -1.26 -3.48 4.09  0.09
32 H -1.17 -1.72 4.17  0.08
33 H 1.17 -1.77 -4.93  0.09
34 H -0.47 -1.32 -4.43  0.08
35 H 0.97 -0.48 -3.76  0.06
36 C -1.35 2.44 1.86  -0.11
37 N -1.94 1.18 1.42  -0.35
38 C -2.64 0.55 2.54  -0.08
39 C -2.86 1.43 0.30  -0.23
40 C -3.36 0.13 -0.34  -0.23
41 N -2.83 -0.10 -1.69  -0.33
42 C -3.35 0.89 -2.63  -0.10
43 C -3.26 -1.43 -2.13  -0.08
44 H -2.11 3.16 2.20  0.10
45 H -0.80 2.90 1.03  0.06
46 H -0.67 2.26 2.69  0.08
47 H -3.46 1.18 2.91  0.10
48 H -1.94 0.38 3.36  0.08
49 H -3.04 -0.42 2.25  0.07
50 H -2.29 2.00 -0.44  0.05
51 H -3.69 2.07 0.63  0.13
52 H -4.46 0.10 -0.35  0.14
53 H -3.04 -0.72 0.27  0.08
54 H -4.45 0.85 -2.68  0.10
55 H -2.96 0.70 -3.63  0.09
56 H -3.06 1.90 -2.34  0.06
57 H -4.35 -1.48 -2.22  0.10
58 H -2.92 -2.19 -1.42  0.08
59 H -2.82 -1.67 -3.10  0.08
60 C 3.88 2.67 4.27  -0.04
61 C 3.25 3.36 3.24  -0.01
62 C 2.52 2.69 2.24  0.02
63 C 2.53 1.40 2.59  0.15
64 C 3.09 0.52 3.39  0.04
65 C 3.80 1.29 4.35  0.01
66 H 4.46 3.21 5.00  0.13
67 H 3.31 4.44 3.16  0.13
68 H 2.02 3.16 1.41  0.13
69 H 3.07 -0.56 3.31  0.15
70 H 4.31 0.73 5.12  0.14
71 C -0.54 3.08 -3.94  -0.29
72 P -0.11 3.14 -2.16  0.74
73 C -1.01 4.66 -1.64  -0.30
74 C 1.60 3.78 -2.26  -0.29
75 H -0.32 4.03 -4.42  0.05
76 H -1.60 2.86 -4.06  0.03
77 H 0.03 2.29 -4.43  0.04
78 H -0.76 5.50 -2.29  0.05
79 H -0.76 4.93 -0.61  0.03
80 H -2.09 4.49 -1.69  0.04
81 H 1.66 4.70 -2.84  0.05
82 H 2.24 3.03 -2.74  0.04
83 H 2.01 3.96 -1.27  0.02

Values from the calculation:
Kohn-Sham gap, eV: 5.65
Lowest unoccupied orbital energy, Eh: -0.202
Net charge: +1
ΔE to the lowest compared entry with this formula, charge and spin, eV: 5.728



Q: Which of these has the lowest lowest unoccupied orbital energy?
A: C23H42B2BaF4N6O4P



Q: Number 4 is which compound?
A: C4H11NO3